[1]
Molecular formula: C32H45N4O4PdS4Si3
Method: DFT, ωB97M-V with the def2-TZVPD basis set

Geometry as XYZ:
```
93
Properties=species:S:1:pos:R:3:mulliken_spin:R:1
H -3.6895 -0.8468 1.2195 0.00
H 2.2052 -2.6963 -0.2968 0.00
S -0.7867 -5.6008 -0.1989 0.00
N 0.5774 -4.8841 0.3273 0.00
Si -2.5955 1.3474 1.4018 -0.05
H 8.9789 -2.2029 -0.1280 0.00
H -4.1538 3.7763 -1.2435 0.00
C 5.8263 -1.0221 -0.3180 0.00
C 0.9153 -1.1003 0.2981 -0.05
C -1.4571 1.1180 -2.3849 0.01
H 1.8372 0.8784 3.2011 0.00
C -2.7996 -2.7321 -2.1811 0.00
H -4.8427 2.3537 1.5642 0.00
H -0.5242 -3.2453 0.9733 0.00
S 1.9769 2.0786 -1.3805 0.09
H -0.1141 3.6861 3.5326 0.00
C -0.9536 -4.7122 -2.7808 0.00
C -1.1171 3.9682 3.2055 0.01
O -0.3733 -6.8429 -0.7899 0.00
H -1.0808 -4.0024 -4.7954 0.00
H 1.3783 -5.1422 -0.2324 0.00
H 0.0807 3.9809 -2.1814 0.00
H 0.5541 5.2047 -0.1516 0.00
H -1.3115 4.1497 -3.2518 0.00
Si -1.1834 4.1188 1.3180 -0.05
C 7.3177 -3.2585 -0.9819 0.00
H 0.6925 5.6513 1.5594 0.00
C -2.4500 5.4826 0.9664 0.02
C 5.2114 -2.0963 -0.9481 0.00
H -2.6871 -3.4504 -0.1599 0.00
O -1.7421 -5.5573 0.8689 0.00
H -1.3369 4.9565 3.6213 0.00
Si -1.9064 2.6545 -1.3959 0.00
C 3.3444 1.4211 -0.5416 0.00
C -2.3640 -2.8821 -3.4950 0.00
C -1.6294 2.5594 0.4275 0.32
C -2.9073 -1.9947 -4.5780 0.00
S 3.8211 2.0337 1.0140 0.01
C -1.4316 -3.8768 -3.7780 0.00
H -4.5322 1.3739 2.9955 0.00
C -1.0037 4.0987 -2.2028 0.00
H -2.0185 0.2430 -2.0535 -0.01
C 0.5079 -0.2146 4.5036 0.01
C -1.3992 0.6731 2.7295 -0.01
H -1.2476 5.0572 -1.7424 0.00
O -0.2183 -0.5605 0.0983 0.14
C 5.0399 0.8086 1.1516 0.00
H -2.6521 5.6015 -0.0989 0.00
H -4.1414 0.1724 -0.1479 0.00
C -3.3047 -0.1308 0.4855 0.00
H -1.8127 3.2593 3.6531 0.00
H 1.2943 -0.5451 5.1677 0.00
C -0.8103 -0.5977 4.6846 0.00
H -2.1261 6.4493 1.3611 0.00
C 7.9212 -2.1774 -0.3576 0.00
N -0.1112 1.0297 2.5724 0.11
H -1.7425 1.3420 -3.4196 0.00
H -2.7489 -0.9433 -4.3334 0.00
H 1.3358 4.1190 0.9772 -0.03
H 7.9017 -4.1328 -1.2402 0.00
N 4.0751 0.4439 -0.9552 0.03
C -1.4105 -4.5522 -1.4816 0.00
H -0.2458 -5.4990 -3.0078 0.00
S 5.9926 0.6100 2.5047 0.00
H -2.5472 -0.6353 -0.1111 0.00
C -3.7502 2.9141 -1.7807 0.02
H -1.0879 -1.2447 5.5079 0.00
N 5.0346 0.1205 -0.0105 0.01
H -3.9820 -2.1445 -4.6992 0.00
H 7.6434 -0.2094 0.4659 0.00
C 5.9625 -3.2117 -1.2782 0.00
C 1.1332 -2.5195 -0.2022 0.01
H 1.0302 -3.4261 1.7584 0.00
H -4.3355 2.0389 -1.4886 0.00
H -2.8055 -0.4420 3.9027 0.00
H 0.6503 -2.6365 -1.1745 0.00
C -2.3337 -3.5617 -1.1762 0.00
H -3.8423 2.9955 2.8656 0.00
H 5.4845 -4.0495 -1.7701 0.00
H -3.5133 -1.9534 -1.9389 0.00
C 0.8156 0.5919 3.4194 -0.01
H -3.3985 5.2282 1.4496 0.00
C 7.1821 -1.0518 -0.0249 0.00
Pd 0.3816 1.5628 0.4433 1.32
O 1.8619 -0.5327 0.8689 0.02
H -0.3995 0.8566 -2.3678 0.01
H -2.4274 -2.1981 -5.5347 0.00
C -4.0814 2.0922 2.3046 0.02
C 0.5058 4.8219 0.8675 0.06
H 4.1574 -2.0358 -1.1790 0.00
H -3.9144 3.0767 -2.8497 0.00
C -1.7684 -0.1493 3.7881 0.00
C 0.5216 -3.4982 0.7950 0.00
```

Output
Charge: -1
Multiplicity: 3
HOMO-LUMO gap (alpha / beta) in Eh: 0.2613 / 0.2590
<S²>: 2.007
HOMO energy (alpha / beta) in eV: -4.75 / -5.28


[2]
Molecular formula: C32H45NO8PReS
Method: DFT, ωB97M-V with the def2-TZVPD basis set

Geometry as XYZ:
```
89
Properties=species:S:1:pos:R:3:mulliken_spin:R:1
C -3.2287 -1.6664 -2.1474 0.00
C 2.2442 -1.6148 -3.3795 0.00
H 0.0372 1.0399 5.7982 0.00
C -2.1512 -0.8088 -1.4705 -0.01
H 0.7318 0.3045 -6.3700 0.00
C -2.7295 0.5782 -1.1466 0.00
H 0.0067 2.7971 5.6375 0.00
H 0.2411 -4.4706 -1.3868 0.00
C 1.9417 4.8357 -1.9528 0.00
H 2.4175 2.8097 5.6717 0.00
C 0.5599 2.9940 2.9873 0.00
H 1.5498 -3.3874 -4.3603 0.00
H 4.6923 2.9571 -2.5664 0.00
H -1.8679 0.7288 1.7481 0.01
H -2.7977 -1.7890 3.6111 0.00
S 3.3310 0.5390 -2.1795 0.01
C 1.9995 1.8753 5.3014 0.01
H -2.2775 -3.1461 2.6316 0.00
H -3.0682 0.2613 2.9644 0.00
C 2.3667 1.6587 3.8369 0.02
C 0.4513 1.8829 5.2487 0.00
H 0.5730 -2.1560 -6.2711 0.00
C -0.0148 2.9861 1.5812 0.01
H 0.6053 -2.7471 -1.4416 0.00
H -1.8096 -5.2972 -0.3517 0.00
C -2.1942 -4.3068 -0.1002 0.00
C 2.7229 2.2045 -2.1728 0.01
Re 1.2395 0.2157 1.0409 0.56
H 2.5372 3.8282 3.5126 0.00
N -0.1765 -0.7135 0.5281 0.08
H -0.8336 -3.3893 -2.2578 0.00
H -4.1611 -2.8531 0.9166 0.00
H -2.6859 -4.3909 0.8678 0.00
H -1.3189 0.1142 -3.2078 0.00
H -4.7383 -1.6864 2.0998 0.00
H -2.8363 -2.6149 -2.5097 0.00
C 1.0624 -1.6152 -5.4718 0.00
H -3.5891 -1.1122 -3.0164 0.00
O 3.2797 3.7229 1.0635 0.00
C 1.1541 -0.2310 -5.5300 0.00
H -1.1483 -1.8245 2.9838 0.00
O 2.3025 -1.0897 1.5867 0.11
O 2.8004 -2.0208 2.2844 0.12
C 1.6086 -2.3072 -4.3985 0.00
H -0.5591 -3.9298 2.0145 0.00
H 0.1916 3.8864 3.4870 0.00
H 2.3768 1.0655 5.9216 0.00
C 1.3980 2.5010 -1.8766 0.03
H 0.6753 1.7063 -1.7366 -0.04
C 1.0078 3.8214 -1.7569 0.01
O 2.6329 1.5833 1.1627 0.07
C 2.3222 -0.2281 -3.4420 0.00
C -0.0497 -3.7541 1.0728 0.00
H -2.9464 1.0701 -2.0960 0.00
C -0.9869 -0.5953 -2.4479 0.03
C 0.1931 1.7166 3.7576 0.02
C -2.7179 -1.2992 1.5329 0.00
H -3.6652 0.5190 -0.5959 0.00
C -0.2052 -3.4753 -1.3745 0.01
H -2.9383 -4.0444 -0.8511 0.00
P -1.5299 -1.5596 0.1160 -0.02
H -0.7597 1.2733 3.4870 0.00
O 0.0451 1.8139 0.9405 -0.11
H -0.1094 -0.1726 -1.9630 -0.01
C -1.0010 -3.3426 -0.0646 -0.01
H 1.8713 1.5507 -4.5645 0.00
H 1.6369 5.8686 -1.8499 0.00
O -0.5489 3.9424 1.0906 0.00
H -4.6000 -1.2106 0.4170 0.00
C 3.6595 3.2082 -2.3605 0.00
O 1.2650 0.8084 3.3664 0.04
H -0.0107 4.0622 -1.4873 0.00
H 0.7550 -3.0431 1.2363 0.00
H 0.4132 -4.6976 0.7784 0.00
H -0.6830 -1.5002 -2.9603 0.00
C 1.7939 0.4727 -4.5180 0.00
C -2.1865 -2.0696 2.7520 0.00
H -2.0242 1.2058 -0.5976 0.00
C -2.8020 0.1950 1.9080 0.00
C 3.2578 4.5337 -2.2604 0.00
H -4.0875 -1.8649 -1.5083 0.00
H 3.9806 5.3255 -2.4006 0.00
C -4.1299 -1.8023 1.2002 0.00
C 2.7386 2.8315 1.6448 0.00
H -3.5777 0.7135 1.3524 0.00
H 2.6849 -2.1357 -2.5383 0.00
H 3.3059 1.1492 3.6471 0.00
O 2.9554 -0.1373 -0.8790 0.07
C 2.1289 2.9435 3.0309 -0.01
```

Output
Charge: +1
Multiplicity: 2
HOMO-LUMO gap (alpha / beta) in Eh: 0.2603 / 0.2798
<S²>: 0.780
HOMO energy (alpha / beta) in eV: -11.10 / -11.55


[3]
Molecular formula: C32H45NO8PReS
Method: DFT, ωB97M-V with the def2-TZVPD basis set

Geometry as XYZ:
```
89
Properties=species:S:1:pos:R:3:mulliken_spin:R:1
C -1.6791 -4.5992 0.7109 0.00
H 2.0626 -1.7307 -1.9797 0.00
C 0.3436 3.3023 -3.6189 0.00
H 0.3136 -4.2364 3.4385 0.00
H 2.4018 4.3264 0.0804 0.00
C -3.4156 -3.3446 -1.0723 0.00
O 0.4764 -1.6145 2.5375 0.10
C -2.3779 1.5112 0.1346 0.06
H -0.2676 -0.3658 5.4920 0.00
C 0.7229 -4.8376 -2.0566 0.00
O 2.9084 -0.4217 0.0335 0.45
C 0.2057 4.1441 0.1069 -0.02
C -0.9946 -2.5798 4.0527 0.00
O 3.4219 0.2141 4.9641 0.00
H -1.6787 0.8216 0.6051 -0.03
C -3.8745 -4.3621 -0.2431 0.00
H 2.3590 4.1922 -1.9889 0.00
H 1.8551 -1.5824 5.5352 0.00
H -0.7506 3.2054 1.8186 -0.01
H 2.2013 -2.7004 3.0159 0.00
O 0.3314 -1.4696 -0.1445 0.14
H -0.5900 2.8378 -3.9309 0.00
C 1.3115 -2.3029 3.4959 0.00
C -2.0885 -2.9576 -1.0132 0.00
P 0.0207 2.5353 -0.8906 0.09
H -3.3668 -5.8012 1.2604 0.00
C 1.2755 1.0547 -2.9117 -0.01
C -1.2365 -3.5796 -0.1151 0.00
O 2.8435 -0.1973 2.8074 0.03
H 2.8850 2.6048 -1.3732 -0.01
H -1.7251 -3.0580 3.3998 0.00
O 3.2548 0.8087 0.2622 0.53
C 0.4084 1.0374 4.0523 -0.01
H -3.6132 2.8529 -1.9836 0.00
H -1.6989 -2.1867 -1.6628 0.00
C 0.0005 5.3563 -0.8019 0.00
H -0.9397 5.3075 -1.3511 0.00
C -3.0074 -4.9974 0.6322 0.00
C 0.2207 -0.4429 4.5249 0.00
H -2.1754 3.6373 -2.6324 0.00
H -1.1035 0.1101 -1.8245 0.00
C -1.7942 2.0528 -1.1801 0.01
C 1.5509 -1.2215 4.5584 0.01
H 1.7676 3.2763 1.3526 -0.02
H 0.8157 5.4788 -1.5135 0.00
C 1.8056 -2.7026 -2.3706 0.00
H -1.3400 -0.6694 2.9448 0.00
C 0.3479 -3.3518 4.0756 0.00
H 3.0384 3.0049 -3.0814 0.00
H 1.0037 3.3280 -4.4883 0.00
H 2.1427 1.0195 -3.5735 0.00
H 0.6502 -3.6567 5.0742 0.00
H -1.8571 4.2213 0.8539 0.00
H -4.0893 -2.8548 -1.7629 0.00
H -3.2916 0.9605 -0.0949 0.00
H -4.9148 -4.6565 -0.2832 0.00
H 1.4952 0.4455 -2.0374 0.00
H 0.1385 4.3325 -3.3285 0.00
H 0.4388 0.6142 -3.4452 0.00
H -2.6321 2.2935 0.8436 0.00
S 0.4578 -2.9699 0.0074 0.01
H 2.2608 -4.6912 -5.0681 0.00
C 1.5832 4.1837 0.7788 0.04
C 1.0297 -3.5610 -1.6094 0.00
Re 1.5852 0.3494 1.2276 1.55
H 0.9419 -6.2339 -3.6607 0.00
C -2.6164 3.2177 -1.7278 0.00
N 0.5990 1.3810 0.0778 -0.02
C -0.8403 4.1168 1.2260 0.01
C 1.9256 -4.3762 -4.0892 0.00
H 2.8344 -2.4372 -4.2299 0.00
C -0.5651 -1.2292 3.4617 0.01
H -2.7936 0.4642 -2.2184 0.00
H -2.7391 4.0182 -1.0004 0.00
C 2.7545 -0.2834 4.0948 0.01
H -0.0260 6.2540 -0.1814 0.00
H -0.6518 4.9597 1.8928 0.00
H 0.1265 -5.5080 -1.4506 0.00
O 0.4255 1.9152 4.8741 0.01
H -1.5180 1.1940 -3.1809 0.00
C 1.0321 2.5181 -2.5028 0.02
H -1.4376 -2.4636 5.0390 0.00
C 2.4066 3.1270 -2.2002 0.00
C 2.2429 -3.1095 -3.6225 0.00
C 1.1775 -5.2410 -3.3023 0.00
H 1.5976 5.0202 1.4782 0.00
C -1.7876 0.8847 -2.1736 -0.01
O 0.4762 1.1814 2.7523 0.02
H -0.9983 -5.0874 1.3983 0.00
```

Output
Charge: +1
Multiplicity: 4
HOMO-LUMO gap (alpha / beta) in Eh: 0.2453 / 0.2085
<S²>: 3.768
HOMO energy (alpha / beta) in eV: -11.23 / -11.47


[4]
Molecular formula: C32H46AsIN6O2RbS
Method: DFT, ωB97M-V with the def2-TZVPD basis set

Geometry as XYZ:
```
90
Properties=species:S:1:pos:R:3:lowdin_charge:R:1
H -3.4361 3.6142 -0.5559 0.09
C -3.0462 -3.0229 0.0814 -0.45
H 3.3491 -0.2271 3.7562 0.12
C -2.4236 -3.5813 -3.1788 -0.16
H 2.1080 3.6163 1.4745 0.09
C -0.1567 -0.7084 3.1102 -0.22
N 4.0090 -3.4293 0.1127 0.03
C -1.8175 -2.3268 -2.5700 -0.44
H -0.6980 2.5972 -2.8268 0.07
C -4.6330 -1.4997 -1.9110 -0.47
C 1.1061 -1.4246 2.8399 -0.23
H -2.1594 1.6554 -2.5755 0.07
C 1.4612 2.7688 1.1829 -0.10
N -0.9412 -0.3972 2.0698 0.08
C 3.0731 -1.0840 4.3586 -0.03
N 0.0810 2.9885 1.5793 -0.26
H 0.5596 4.0036 3.3882 0.09
C 3.4937 -2.5559 6.2145 -0.11
C 2.6918 1.5808 -4.2386 -0.12
C 1.6169 -2.9413 4.7629 -0.04
H -3.5778 -2.6446 0.9595 0.05
H -4.4718 0.4575 -2.8443 0.05
H -5.3278 -1.1943 -1.1238 0.06
O 1.7979 1.9969 -2.0797 -0.15
H -1.6494 -1.5544 -3.3247 0.06
H 1.7715 0.2161 -5.5796 0.12
H -3.3791 -3.3810 -3.6689 0.05
H -1.4443 4.3678 1.3946 0.10
H -2.6789 0.4483 1.4120 0.07
N 2.5611 -2.3850 1.4599 -0.03
C 4.6091 1.9458 -6.2055 -0.75
H -2.2860 3.4213 -2.7818 0.09
H 3.8137 2.9645 -3.0813 0.11
H -1.8500 -4.4247 1.2231 0.07
H 3.4873 0.5326 -7.3689 0.09
H -1.7532 -4.0049 -3.9295 0.07
C 2.7751 -2.8472 0.2251 -0.94
I 6.0572 2.2207 -7.6907 0.80
C -1.7101 -3.6466 0.4692 -0.17
H -4.8900 -2.5253 -2.1852 0.05
H -2.5932 -4.3527 -2.4246 0.06
C -0.0141 3.1346 3.0154 -0.11
O 0.6956 0.5993 -3.4382 -0.12
S 1.7970 -2.8235 -1.1692 0.46
C 2.6022 0.8953 -5.4432 -0.02
N 1.4103 -1.7098 1.6168 0.02
C -4.7350 -0.5682 -3.1118 -0.19
H -1.2386 4.8464 -0.9580 0.12
C -0.7406 3.9263 -0.5905 -0.20
H -1.2121 -4.0951 -0.3925 0.05
C 2.3814 -3.3067 5.8620 -0.09
H 4.1719 -4.0024 -0.6937 0.06
H -2.0386 0.5167 5.6490 0.10
H 0.1379 5.0294 1.0115 0.12
H 5.5501 3.3120 -4.8434 0.08
C -1.7368 0.2619 4.6401 -0.08
H -3.4955 1.0783 3.6775 0.10
C -0.5328 -0.3804 4.4201 -0.02
H 2.1085 -4.1801 6.4417 0.10
H -3.7023 -3.7509 -0.4037 0.05
As -2.8313 -1.4737 -1.1110 1.17
H -2.7142 2.7370 0.8173 0.07
H 0.7491 -3.5274 4.4835 0.12
H 4.7109 -0.8590 5.7207 0.10
H -5.7453 -0.5535 -3.5271 0.06
H 0.1129 -0.6339 5.2490 0.11
H 4.4848 -3.6358 0.9756 0.08
C -2.8217 2.7399 -0.2672 -0.11
C -1.6751 2.6077 -2.3491 -0.10
C 1.6368 1.3705 -3.1587 -0.71
H 0.3718 2.2387 3.5039 0.08
Rb 0.2856 0.1392 -0.6826 0.66
H 1.5432 2.6270 0.1065 0.04
C 3.7561 2.4473 -4.0297 -0.02
H -1.0564 3.2583 3.3138 0.08
H -1.0165 -2.9036 0.8667 0.04
N -1.5272 2.7479 -0.9111 -0.28
H 4.0934 -2.8381 7.0710 0.09
H -3.3603 1.8340 -0.5529 0.06
C -2.5446 0.5762 3.5580 -0.08
H 0.2060 3.8351 -1.1276 0.11
H -0.8334 -2.5434 -2.1465 0.00
H 1.8429 1.8707 1.6752 0.08
H -4.0554 -0.8753 -3.9093 0.06
C -2.0887 0.2251 2.2955 -0.16
C -0.4988 4.1299 0.9000 -0.21
C 3.8385 -1.4442 5.4573 -0.09
C 4.7206 2.6377 -5.0093 -0.16
C 3.5569 1.0718 -6.4336 -0.16
C 1.9519 -1.8259 4.0020 -0.21
```

Output
Charge: -1
HOMO-LUMO gap in Eh: 0.2359
HOMO energy in eV: -4.45


[5]
Molecular formula: C32H46Br3Cl4F2I2MgN5NaO3S
Method: DFT, ωB97M-V with the def2-TZVPD basis set

Geometry as XYZ:
```
100
Properties=species:S:1:pos:R:3:lowdin_charge:R:1
H -2.9323 -0.8557 1.2846 0.08
H -1.0822 -1.1399 -1.8944 0.12
H -1.3984 1.5203 1.7466 0.11
I -4.2815 2.0681 -1.7420 1.09
H 1.4473 -3.0375 4.7051 0.09
H -2.8300 2.0543 0.9050 0.11
H 1.8596 3.6420 -0.5255 0.09
C -2.1583 1.2132 1.0438 -0.10
H 0.2919 2.2986 0.8779 0.04
H 5.4541 2.1037 2.4250 0.11
C -2.9895 0.1046 1.7948 -0.06
C 0.7351 -2.8899 5.5008 -0.14
Cl -10.0444 2.8140 0.8146 0.46
C 4.6895 -1.5708 -0.0002 -0.34
Br 2.9621 -0.0410 -4.9984 -0.04
H -1.5030 -3.1128 -3.2002 0.07
N 0.1053 -3.9844 -4.7730 0.07
H 0.3305 -4.8317 6.4074 0.08
H 4.8999 -1.5328 1.1884 -0.14
H -2.1732 2.1216 -4.2133 0.06
C -2.2512 -3.3858 -1.1427 -0.24
C 1.0718 1.5007 0.9785 -0.09
C 4.9036 3.5003 0.9145 -0.09
C -1.3526 1.5831 -1.4571 -0.37
H -1.3198 -3.3969 8.0238 0.08
C 3.4565 1.7921 1.7582 -0.07
C 2.1764 -0.6888 0.3390 -0.08
H 0.2032 2.9396 -1.0647 0.04
H 2.0763 1.6112 -1.5283 -0.02
H -4.7393 -0.6610 0.3506 0.07
Br 4.2275 -1.4914 2.9628 -0.08
N 1.1536 -3.4610 -5.5290 0.09
H -2.1426 3.3947 -0.6959 0.06
C -1.6070 3.0526 -4.1517 -0.17
F -0.5644 3.3145 0.3794 -0.46
O 1.9496 -4.1502 -3.5895 -0.29
C 1.0773 1.0340 -1.4174 -0.37
C -2.2653 2.7815 -1.5890 -0.67
H 3.2787 -1.1249 -1.5146 0.00
Cl -8.2969 3.8027 2.8912 0.51
Cl -8.4414 0.9698 2.3652 0.49
H 2.3520 -0.5234 1.3865 0.00
C -1.2000 -2.6512 -0.3168 -0.17
H -2.6870 0.0613 2.8325 0.12
I -0.7593 5.3540 -2.3684 0.94
H -1.1042 -0.8234 7.2098 0.10
F -4.9270 4.0585 0.2026 -0.86
C -0.7086 -3.0185 7.2216 -0.12
C -0.6214 -1.7087 6.8330 -0.15
C 5.9564 -1.0765 -0.7262 -0.12
H 3.9943 4.7340 -0.5945 0.10
H 3.9483 0.4166 -0.5901 0.07
N -0.3945 -0.3098 -0.0385 0.05
C -2.0301 3.7207 -2.8409 -0.82
C 3.8709 3.9081 0.0891 -0.08
H -0.5107 2.9349 -4.1808 0.05
C -0.5499 -1.4439 -1.0032 -0.11
H 0.9332 1.0294 1.9539 0.13
H -2.6155 -4.4154 -2.9497 0.08
O -4.8997 1.3209 2.5503 0.13
C 2.4077 2.1847 0.9397 -0.20
N 0.2553 -1.6415 5.7845 0.01
Mg 3.9962 -4.1225 -3.2372 0.64
H 5.8331 4.0424 0.8745 0.10
H 0.4078 -1.7962 -1.3708 0.12
H 6.1526 -0.0658 -0.3725 0.07
H 1.0221 0.3081 -2.3237 0.03
C -1.6095 0.6239 -0.2523 -0.19
Br 3.1855 0.5036 -2.4129 0.72
N 0.0197 2.0757 -1.5861 -0.05
Na 0.0978 1.0288 -3.4334 0.30
H 3.2316 -3.2919 -5.0787 0.00
C 2.6466 3.2782 0.1149 -0.05
C -8.4635 2.5869 1.6194 -2.03
S -0.3862 -5.0479 -2.4040 1.01
H -2.4828 -4.2712 -0.5583 0.12
C 2.2147 -3.5700 -4.8352 -0.32
H -3.1391 -2.7810 -1.3010 0.12
H -0.4053 -3.3709 -0.1492 0.10
H 0.5120 -0.8027 5.2973 0.14
H -0.4900 -0.7307 0.8874 0.18
H -1.5866 -2.3981 0.6658 0.11
H -1.5871 0.9642 -2.3941 0.10
C -4.4672 0.4731 1.8420 -0.55
C 0.9436 0.3690 -0.0679 -0.28
H 5.7409 -0.9670 -1.7879 0.04
O -5.2879 -0.2215 1.0073 0.05
Cl -7.1587 2.7548 0.4759 0.56
H -1.9032 3.7057 -4.9581 0.08
C 0.6148 -4.3647 -3.6558 -0.69
H -2.9903 4.1674 -3.0369 0.03
H 1.8203 -1.7178 0.2688 0.11
H 6.7966 -1.7344 -0.5583 0.07
H -2.3902 -0.0441 -0.5969 0.09
H 3.3096 0.9704 2.4378 0.02
H 4.5297 -2.6028 -0.3083 0.06
C 0.1553 -3.7695 6.3754 -0.12
C 3.5357 -0.6930 -0.4659 -0.41
C -1.7824 -3.8905 -2.5004 -0.44
C 4.6769 2.4306 1.7547 -0.07
```

Output
Charge: -1
HOMO-LUMO gap in Eh: 0.1342
HOMO energy in eV: -4.92